Entry 1:
Entry from OMol25: a molecular structure, C39H52N4O2RuSe (wB97M-V/def2-TZVPD).

Positions of all 99 atoms, in Å:
Ru -0.1889 -0.1972 -0.0480
C -2.3323 1.9387 -7.2772
C -2.1942 2.9573 -6.1375
C -3.5948 3.4423 -5.7601
C -1.3922 4.1670 -6.6367
C -1.4724 2.3118 -4.9560
C -2.0420 2.1725 -3.7055
C -1.3409 1.5806 -2.6612
Se -2.2140 1.4816 -0.9494
C -1.5183 3.0451 -0.0901
C -2.2555 4.2211 -0.1494
C -1.7901 5.3811 0.4378
C -0.5568 5.3051 1.1009
C 0.2072 4.1604 1.1937
C -0.2670 2.9631 0.5615
O 0.4232 1.8734 0.5836
C 1.5347 4.1256 1.9455
C 2.6672 3.7316 0.9837
C 1.4479 3.1168 3.1019
C 1.8982 5.4850 2.5507
C -2.5484 6.7045 0.4011
C -1.6801 7.7871 -0.2554
C -3.8505 6.5982 -0.3936
C -2.8977 7.1417 1.8314
C -0.0339 1.0888 -2.8289
O 0.6218 0.5338 -1.8416
C 0.5669 1.2316 -4.1137
C -0.1691 1.8307 -5.1188
C 1.9907 0.7305 -4.3413
C 2.0643 -0.7811 -4.0875
C 2.4713 0.9731 -5.7765
C 2.9525 1.4745 -3.4021
H -2.8433 2.3887 -8.1329
H -2.9061 1.0705 -6.9488
H -1.3576 1.5844 -7.6146
H -4.0696 3.9044 -6.6285
H -3.5601 4.1852 -4.9615
H -4.2290 2.6169 -5.4316
H -1.9023 4.6417 -7.4795
H -0.3950 3.8759 -6.9689
H -1.2764 4.9057 -5.8417
H -3.0445 2.5275 -3.5075
H -3.2006 4.2028 -0.6765
H -0.1870 6.2047 1.5756
H 2.4745 2.7613 0.5308
H 3.6184 3.6937 1.5229
H 2.7601 4.4704 0.1841
H 1.1764 2.1272 2.7423
H 0.6910 3.4313 3.8248
H 2.4092 3.0597 3.6216
H 2.0178 6.2549 1.7850
H 2.8489 5.3933 3.0807
H 1.1490 5.8246 3.2692
H -1.4169 7.5018 -1.2754
H -0.7524 7.9433 0.2966
H -2.2161 8.7397 -0.2889
H -3.6662 6.2986 -1.4269
H -4.3523 7.5683 -0.4095
H -4.5347 5.8752 0.0542
H -1.9993 7.2730 2.4359
H -3.5204 6.3904 2.3200
H -3.4411 8.0907 1.8220
H 0.2856 1.9349 -6.0944
H 1.3901 -1.3197 -4.7568
H 1.7868 -1.0231 -3.0658
H 3.0795 -1.1443 -4.2668
H 1.8512 0.4493 -6.5070
H 3.4904 0.5943 -5.8760
H 2.4856 2.0354 -6.0306
H 2.6647 1.3462 -2.3608
H 2.9528 2.5437 -3.6275
H 3.9703 1.0983 -3.5396
C 2.9634 -1.1607 -0.2237
N 1.8420 -1.3490 0.6938
C 1.5893 -2.7741 0.9131
C 2.0754 -0.6646 1.9753
C 0.8077 -0.5564 2.7993
C 0.8697 -0.5901 4.1846
C -0.2768 -0.3645 4.9360
C -1.4775 -0.1089 4.2917
C -1.5328 -0.0937 2.9015
C -0.4014 -0.3242 2.1226
H 3.9016 -1.5223 0.2216
H 3.0631 -0.1023 -0.4651
H 2.7813 -1.7218 -1.1402
H 2.4475 -3.2420 1.4157
H 1.4386 -3.2748 -0.0411
H 0.7031 -2.8963 1.5343
H 2.4300 0.3447 1.7411
H 2.8741 -1.1796 2.5309
H 1.8151 -0.7814 4.6831
H -0.2301 -0.3830 6.0182
H -2.3728 0.0778 4.8741
H -2.4875 0.1084 2.4235
N -1.2068 -1.8848 -1.1235
C -0.7192 -2.5898 -1.9252
N -0.2688 -3.3921 -2.8193
C 0.9541 -3.8583 -2.6669
N 2.0208 -4.3057 -2.5770

The value obtained for the energy relative to the best compared isomer or geometry (same formula, charge and spin) is 1.9 kcal/mol. As for the total charge: -1. As for the spin multiplicity: 6. For the highest occupied orbital energy (alpha / beta), the calculation gives -0.1556 / -0.1754 Eh.

Entry 2:
Entry from OMol25: 13 unconnected molecules or ions with the total composition C39H52O39 (wB97M-V/def2-TZVPD).

Positions of all 130 atoms, in Å:
C -5.2309 -1.0289 4.3679
C -4.8008 -0.7776 2.9250
O -3.5426 -1.4445 2.8337
C -3.1777 -1.8260 4.0604
O -2.0630 -2.1995 4.3011
O -4.1873 -1.8781 4.9309
H -6.1544 -1.5512 4.4158
H -5.2314 -0.1596 5.0045
H -4.6630 0.3196 2.7581
H -5.5336 -1.3171 2.2650
C 2.1523 4.3921 1.1069
C 2.7049 3.4016 0.0870
O 1.8409 3.6064 -1.0760
C 0.7659 4.3686 -0.7402
O -0.1903 4.5770 -1.4690
O 0.9504 4.8926 0.5169
H 2.6817 5.2734 1.2869
H 1.8138 3.9201 2.0278
H 2.7122 2.3844 0.3487
H 3.6942 3.7420 -0.2084
C -4.8322 0.2947 -1.5940
C -6.0014 -0.6012 -1.9632
O -5.9771 -0.7359 -3.3616
C -5.0421 0.1852 -3.8261
O -4.6883 0.2591 -4.9702
O -4.5165 0.8817 -2.8092
H -3.9023 -0.2269 -1.2985
H -5.0717 1.0344 -0.8279
H -6.9065 -0.1382 -1.6616
H -5.9956 -1.5409 -1.4881
C 0.3693 -3.3098 4.9710
C 0.5831 -2.2295 3.9581
O 2.0148 -1.8710 4.0618
C 2.6510 -2.8229 4.8669
O 3.8165 -2.7824 5.0353
O 1.7835 -3.6671 5.3725
H -0.0630 -4.2588 4.6057
H -0.2149 -2.9908 5.8190
H 0.0004 -1.3179 4.0855
H 0.5321 -2.5431 2.9258
C 2.6129 -2.6778 0.9085
C 3.6275 -3.4454 1.8542
O 2.8643 -4.5389 2.4493
C 1.5621 -4.4655 2.0343
O 0.7339 -5.2362 2.3931
O 1.4307 -3.5036 1.0655
H 2.8928 -2.7491 -0.1831
H 2.3914 -1.6157 1.0420
H 4.0458 -2.9138 2.7237
H 4.3966 -3.8212 1.2179
C 5.0035 0.8127 3.7021
C 3.6510 0.8635 3.0227
O 3.5912 2.2363 2.6472
C 4.8871 2.6565 2.4330
O 5.1247 3.6425 1.8578
O 5.7684 1.8521 3.0652
H 5.5790 -0.0787 3.4182
H 5.0361 0.9512 4.7633
H 2.8282 0.6101 3.6804
H 3.6817 0.2249 2.1407
C 2.9593 0.9341 -2.8281
C 3.7032 -0.0050 -1.8531
O 4.8303 0.7923 -1.3891
C 5.0247 1.7706 -2.2824
O 5.7991 2.6253 -2.1720
O 4.1101 1.6171 -3.3517
H 2.3904 1.6743 -2.2770
H 2.4370 0.5536 -3.6623
H 4.1511 -0.9233 -2.1789
H 3.1604 -0.2587 -0.9884
C 2.0668 -2.7333 -5.7218
C 0.5708 -2.4808 -5.4360
O 0.4798 -2.3408 -4.0004
C 1.6761 -2.7197 -3.5037
O 1.9184 -2.8756 -2.3114
O 2.6167 -2.8990 -4.4381
H 2.4668 -1.8588 -6.2194
H 2.2085 -3.6396 -6.2636
H -0.0310 -3.3167 -5.7642
H 0.2197 -1.6185 -5.8924
C 1.7169 3.0844 -4.9251
C 2.5616 4.0664 -5.6869
O 3.3604 3.1778 -6.6652
C 2.8986 1.9336 -6.4529
O 3.3567 0.9988 -7.0367
O 1.8003 1.8795 -5.6785
H 0.6221 3.2848 -4.9172
H 2.1065 2.9697 -3.9254
H 3.3166 4.6165 -5.0596
H 2.0304 4.8086 -6.2976
C -1.2745 3.5338 3.4751
C -2.2469 3.0978 2.3546
O -2.6601 1.8029 2.7788
C -2.3885 1.6164 4.0388
O -2.7711 0.6801 4.6503
O -1.5859 2.6188 4.5174
H -1.4515 4.5751 3.8023
H -0.1643 3.4765 3.2496
H -1.7955 3.0308 1.3419
H -3.1758 3.7109 2.3326
C -2.1656 -5.1048 1.7113
C -2.0462 -4.9718 0.2021
O -3.2380 -4.1346 -0.0837
C -4.0728 -4.1895 1.0642
O -5.0917 -3.5924 1.1375
O -3.5849 -5.0960 1.9104
H -1.7041 -4.2627 2.2925
H -1.8833 -6.1364 2.0384
H -2.1965 -5.9390 -0.3818
H -1.2470 -4.3669 -0.1427
C -3.4078 4.3142 -1.6077
C -3.2557 3.7580 -3.0204
O -2.2948 2.6446 -2.8077
C -2.2811 2.3068 -1.5020
O -1.8065 1.3011 -1.0635
O -3.0865 3.1906 -0.7739
H -4.3814 4.6903 -1.3768
H -2.7167 5.1119 -1.3478
H -2.7567 4.3963 -3.7012
H -4.1129 3.2969 -3.4208
C -1.2028 -1.4192 0.1408
C -0.1412 -1.1270 -0.8841
O 0.6126 -0.1051 -0.3002
C 0.0163 0.4204 0.7223
O 0.4207 1.3713 1.3073
O -1.0939 -0.2608 0.9787
H -0.9217 -2.2749 0.7664
H -2.1963 -1.5151 -0.2741
H -0.4903 -0.7228 -1.8319
H 0.5231 -1.9616 -0.9939

The value obtained for the energy relative to the best compared isomer or geometry (same formula, charge and spin) is 44.4 kcal/mol. As for the total charge: 0. As for the spin multiplicity: 1. For the highest occupied orbital energy, the calculation gives -0.3979 Eh.

Entry 3:
Entry from OMol25: a molecular structure, C39H53F3IN9O4PrSSi2 (wB97M-V/def2-TZVPD).

Positions of all 113 atoms, in Å:
Pr 0.1842 -0.1301 0.9028
C -1.9026 1.8340 3.2758
Si -3.1948 1.0624 2.0830
C -3.8518 2.4773 0.9624
C -4.6653 0.6597 3.2735
C -2.7000 -0.5010 1.1276
C -2.3983 -1.4874 2.1473
C -3.2389 -2.5674 2.5020
C -2.9245 -3.3932 3.5512
C -1.7687 -3.1383 4.2890
C -0.9698 -2.0895 3.8796
N -1.2348 -1.3038 2.8404
Si -3.8359 -1.0780 -0.2687
C -3.5271 -0.1919 -1.9347
C -5.7155 -0.7610 0.0312
C -3.6739 -2.9101 -0.8138
H -2.3440 2.0691 4.2406
H -1.5039 2.7556 2.8652
H -1.0651 1.1591 3.4557
H -4.6651 2.9912 1.4636
H -4.2278 2.1233 0.0103
H -3.0671 3.1999 0.7747
H -4.9491 1.5005 3.9001
H -4.3948 -0.1609 3.9304
H -5.5462 0.3500 2.7230
H -4.1583 -2.6995 1.9554
H -3.5761 -4.2144 3.8239
H -1.4988 -3.7391 5.1435
H -0.0526 -1.8606 4.4102
H -3.8909 0.8282 -1.9230
H -4.0316 -0.7080 -2.7453
H -2.4653 -0.2016 -2.1490
H -5.8842 0.2885 0.2469
H -6.1011 -1.3276 0.8720
H -6.3126 -1.0156 -0.8390
H -2.6602 -3.0978 -1.1484
H -4.3264 -3.1236 -1.6563
H -3.9079 -3.6301 -0.0373
C 4.7662 0.8878 1.2932
C 3.7422 1.9596 1.3027
N 2.4412 1.8043 1.2083
C 1.8932 3.0679 1.0746
C 2.9278 4.0195 1.0794
N 4.0802 3.2676 1.2464
C 3.0540 5.4340 0.8340
O 1.9304 6.1233 0.5698
O 4.1588 5.9755 0.8149
C 0.4697 3.2174 0.8080
O 0.0327 4.3899 0.5503
O -0.2453 2.1808 0.7563
H 4.2936 -0.0399 0.9900
H 5.5559 1.1286 0.5820
H 5.2124 0.7599 2.2766
H 4.9872 3.6996 1.3166
H 1.1230 5.5081 0.6243
F 6.1643 -2.5117 3.8854
C 4.9274 -1.9523 3.8642
F 5.1453 -0.6516 4.1332
F 4.2928 -2.4645 4.9339
C 4.2202 -2.2042 2.5731
C 4.8136 -2.9910 1.6078
C 4.1127 -3.2636 0.4389
C 2.8464 -2.7179 0.2959
N 2.2927 -1.8929 1.1684
C 2.9417 -1.6151 2.3289
S 2.1792 -0.5497 3.3872
H 5.8045 -3.3958 1.7681
H 4.5389 -3.8876 -0.3282
H 2.2304 -2.9663 -0.5584
C -0.4216 -3.5100 0.4363
C -0.1003 -3.4777 -1.0328
C 0.1851 -4.6760 -1.6474
C 0.4493 -4.7739 -3.0062
C 0.3531 -3.6149 -3.7608
C 0.0620 -2.3931 -3.1997
C -0.0695 -1.2170 -4.1296
C -0.1195 -2.2211 -1.7703
N -0.2867 -1.0439 -1.2244
H 0.1386 -4.2991 0.9410
H -1.4859 -3.6886 0.6040
H -0.1732 -2.5449 0.9024
H 0.2025 -5.5776 -1.0447
H 0.6886 -5.7231 -3.4664
H 0.4962 -3.6699 -4.8360
H 0.8377 -1.0626 -4.7192
H -0.2748 -0.3268 -3.5496
H -0.8941 -1.3751 -4.8282
N -0.5614 4.4669 -2.8114
C 0.7000 3.6978 -2.9482
C 0.3509 2.2286 -3.2188
N -0.3359 1.7540 -2.0539
C -1.6344 2.3710 -1.9757
C -1.4789 3.8732 -1.7845
H -1.0315 4.4740 -3.7240
H -0.3466 5.4264 -2.5209
H 1.2316 3.7661 -1.9986
H 1.3009 4.1341 -3.7487
H 1.2656 1.6693 -3.4008
H -0.2558 2.1741 -4.1487
H -0.3673 0.7195 -1.9076
H -2.1443 1.9754 -1.0991
H -2.2425 2.1700 -2.8776
H -1.0388 4.0664 -0.7915
H -2.4369 4.3866 -1.8509
I 4.5662 -0.4258 -4.9068
C 3.5699 0.0567 -3.1362
C 3.5547 1.3016 -2.5462
N 2.7573 1.1734 -1.4673
N 2.2878 -0.0674 -1.3218
C 2.7673 -0.7647 -2.3360
H 4.0537 2.2128 -2.8122
H 2.4872 1.8622 -0.7780
H 2.5110 -1.7929 -2.4900

As for the total charge: -1. As for the spin multiplicity: 3. For the highest occupied orbital energy (alpha / beta), the calculation gives -0.0949 / -0.0960 Eh.

Entry 4:
Entry from OMol25: a molecular structure, C39H53FN9OS2Y (wB97M-V/def2-TZVPD).

Positions of all 106 atoms, in Å:
Y 0.2253 0.5321 1.9508
C 4.5269 1.5633 4.0731
C 3.3397 0.8789 3.4700
N 2.1195 1.2027 3.6137
C 1.6588 2.1504 4.6104
C 0.5808 1.4103 5.4127
N -0.1994 0.5149 4.5246
C -1.5741 0.2437 4.9968
C -2.4785 -0.0475 3.8097
N -1.7943 -0.8891 2.8097
C -2.7375 -1.2196 1.7116
C -2.1420 -1.2809 0.3183
N 0.3097 -2.0267 1.2270
C 1.2795 -2.8616 1.3301
C 1.3173 -4.2565 0.8002
C 2.5435 -2.2779 1.8758
C 3.7546 -2.9564 1.7965
C 4.9106 -2.2869 2.1598
C 4.8119 -0.9917 2.6368
C 3.5550 -0.4030 2.7271
N 2.4447 -1.0210 2.3106
H 4.2824 2.5678 4.4041
H 5.3261 1.6410 3.3373
H 4.9169 0.9979 4.9219
H 1.2279 3.0044 4.0933
H 2.4446 2.4939 5.2835
H -0.0981 2.1255 5.8757
H 1.0378 0.8334 6.2217
H 0.2854 -0.3818 4.5403
H -1.9533 1.1240 5.5161
H -1.5823 -0.5745 5.7241
H -2.7262 0.8828 3.2949
H -3.4146 -0.5023 4.1503
H -1.5129 -1.7587 3.2568
H -3.4661 -0.4107 1.6598
H -3.2875 -2.1358 1.9476
H -1.7404 -0.3245 -0.0036
H -2.9162 -1.5864 -0.3895
H 0.3200 -4.6857 0.7331
H 1.9259 -4.8906 1.4403
H 1.7452 -4.2592 -0.2054
H 3.8052 -3.9741 1.4436
H 5.8721 -2.7751 2.0853
H 5.6921 -0.4548 2.9531
S -0.9165 -2.5585 0.0735
C -0.2673 -2.3849 -1.4599
N -0.1802 -3.6017 -2.1924
C 0.8397 -3.5762 -3.2089
C 0.7666 -2.2833 -4.0039
N 0.9209 -1.1465 -3.1025
C 1.7175 -0.0258 -3.6195
C 1.3580 0.2963 -5.0463
C 0.0713 0.7359 -5.3471
C -0.2786 1.0353 -6.6522
C 0.6580 0.9052 -7.6706
C 1.9414 0.4754 -7.3773
C 2.2883 0.1682 -6.0680
C 0.4315 -1.2121 -1.8551
S 0.7985 0.1303 -0.7921
C -1.3487 -4.4699 -2.3286
C -2.6589 -3.7804 -2.6343
C -2.8690 -3.1195 -3.8425
C -4.0626 -2.4647 -4.0904
C -5.0735 -2.4709 -3.1358
C -4.8890 -3.1518 -1.9443
C -3.6850 -3.8018 -1.6994
H 0.6975 -4.4193 -3.8837
H 1.8374 -3.6742 -2.7634
H -0.1913 -2.2178 -4.5225
H 1.5522 -2.2289 -4.7564
H 2.7814 -0.2648 -3.5251
H 1.5154 0.8354 -2.9897
H -0.6600 0.8394 -4.5522
H -1.2796 1.3768 -6.8794
H 0.3856 1.1423 -8.6896
H 2.6748 0.3761 -8.1656
H 3.2926 -0.1703 -5.8409
H -1.4860 -5.0602 -1.4153
H -1.1015 -5.1910 -3.1102
H -2.0990 -3.1343 -4.6035
H -4.2176 -1.9633 -5.0361
H -6.0094 -1.9682 -3.3361
H -5.6867 -3.1908 -1.2139
H -3.5528 -4.3634 -0.7795
C 1.2284 3.6012 -0.4922
N 0.1338 4.1795 0.2625
C -0.7173 5.1334 -0.4433
C -1.2505 6.1516 0.5406
C -1.9983 5.4300 1.6392
N -1.2322 4.2884 2.1342
C -1.6576 3.7698 3.4167
C -0.1952 3.7304 1.4816
O 0.4780 2.8107 2.0500
H 1.8225 4.4043 -0.9290
H 0.8552 2.9529 -1.2864
H 1.8715 3.0203 0.1649
H -1.5284 4.6002 -0.9498
H -0.1086 5.6131 -1.2085
H -1.9146 6.8568 0.0429
H -0.4171 6.7183 0.9593
H -2.9704 5.0730 1.2832
H -2.1836 6.0984 2.4823
H -1.2302 4.3421 4.2455
H -1.3705 2.7280 3.5155
H -2.7443 3.8393 3.4782
F -1.5222 1.3021 1.2243

The value obtained for the energy relative to the best compared isomer or geometry (same formula, charge and spin) is 69.7 kcal/mol. As for the total charge: +2. As for the spin multiplicity: 1. For the highest occupied orbital energy, the calculation gives -0.4277 Eh.